{
  "formula": "C27H71Li4N9O16",
  "method": "ωB97M-V with the def2-TZVPD basis set",
  "elements": ["Li", "Li", "Li", "Li", "O", "C", "C", "O", "H", "H", "H", "H", "O", "C", "C", "O", "H", "H", "H", "H", "O", "C", "C", "O", "H", "H", "H", "H", "C", "O", "N", "N", "H", "H", "H", "H", "C", "O", "N", "N", "H", "H", "H", "H", "C", "O", "N", "N", "H", "H", "H", "H", "C", "O", "C", "C", "N", "C", "C", "O", "C", "H", "H", "H", "H", "H", "H", "H", "H", "H", "H", "H", "H", "H", "H", "H", "C", "O", "C", "C", "N", "C", "C", "O", "C", "H", "H", "H", "H", "H", "H", "H", "H", "H", "H", "H", "H", "H", "H", "H", "C", "O", "C", "C", "N", "C", "C", "O", "C", "H", "H", "H", "H", "H", "H", "H", "H", "H", "H", "H", "H", "H", "H", "H", "O", "H", "H"],
  "positions_angstrom": [[-1.537, 0.757, -3.165], [1.307, 1.500, -3.125], [-3.182, -1.053, -2.303], [-0.363, 0.063, -0.606], [-2.220, 0.467, -1.199], [-3.363, 1.123, -0.651], [-4.789, 0.350, -1.018], [-5.105, -0.063, -2.342], [-3.474, 2.120, -1.078], [-3.321, 1.366, 0.411], [-5.530, 0.955, -0.494], [-4.791, -0.549, -0.402], [0.750, -0.373, -2.248], [0.754, -1.522, -3.032], [-0.362, -1.425, -4.197], [-1.740, -1.163, -3.864], [0.557, -2.390, -2.403], [1.743, -1.859, -3.341], [-0.388, -2.349, -4.775], [0.028, -0.686, -4.897], [-0.431, 2.556, -3.663], [-1.111, 3.068, -4.777], [-2.706, 2.816, -4.951], [-3.395, 1.550, -4.867], [-0.543, 2.818, -5.674], [-0.928, 4.137, -4.669], [-3.081, 3.351, -5.824], [-3.174, 3.396, -4.156], [-3.211, -4.060, -2.359], [-3.675, -3.029, -1.918], [-3.742, -5.263, -2.323], [-2.122, -4.113, -3.018], [-4.623, -5.470, -1.874], [-3.118, -6.028, -2.535], [-1.755, -3.186, -3.182], [-1.863, -4.903, -3.591], [-0.341, -2.683, 0.926], [-0.096, -1.515, 0.910], [-1.197, -3.287, 1.697], [0.197, -3.560, 0.232], [-1.080, -4.287, 1.783], [-1.618, -2.680, 2.385], [-0.175, -4.499, 0.233], [0.832, -3.221, -0.477], [-1.013, 5.088, -1.096], [-0.949, 5.804, -0.116], [-2.035, 4.576, -1.745], [0.016, 4.917, -1.932], [-2.997, 4.832, -1.579], [-1.697, 3.970, -2.479], [-0.051, 4.295, -2.725], [0.929, 5.075, -1.529], [7.317, 2.616, 0.185], [6.818, 1.802, 1.237], [6.788, 0.549, 0.718], [6.072, -0.482, 1.715], [4.713, -0.185, 1.831], [4.207, -0.935, 3.046], [2.683, -0.893, 3.011], [2.096, -1.154, 4.247], [0.647, -1.176, 4.086], [8.243, 2.330, -0.313], [7.481, 3.642, 0.515], [6.562, 2.741, -0.592], [7.758, 0.083, 0.543], [6.153, 0.461, -0.164], [6.532, -0.189, 2.659], [6.131, -1.546, 1.487], [4.375, -0.524, 0.941], [4.553, -0.340, 3.892], [4.603, -1.949, 3.102], [2.468, -1.558, 2.175], [2.467, 0.151, 2.787], [0.317, -0.332, 3.479], [0.122, -1.082, 5.036], [0.300, -2.142, 3.721], [-3.834, 1.643, 5.660], [-3.141, 0.750, 4.870], [-3.784, 0.604, 3.539], [-3.001, -0.481, 2.842], [-3.333, -1.817, 3.302], [-3.007, -2.209, 4.687], [-3.110, -3.646, 5.008], [-4.549, -3.917, 5.095], [-4.859, -5.180, 5.554], [-3.550, 1.631, 6.712], [-4.890, 1.395, 5.769], [-3.757, 2.703, 5.416], [-3.717, 1.487, 2.903], [-4.813, 0.246, 3.562], [-1.956, -0.181, 2.912], [-3.297, -0.351, 1.801], [-4.310, -1.974, 3.098], [-3.675, -1.731, 5.403], [-1.978, -1.902, 4.874], [-2.600, -3.906, 5.936], [-2.634, -4.236, 4.226], [-4.873, -5.166, 6.643], [-4.313, -6.012, 5.107], [-5.849, -5.482, 5.213], [-0.359, 2.119, 1.413], [0.570, 1.603, 0.452], [1.733, 2.489, 0.233], [2.853, 1.758, -0.522], [2.827, 2.163, -1.941], [3.818, 1.421, -2.659], [3.712, 1.870, -4.198], [2.557, 1.263, -4.658], [2.427, 1.696, -6.025], [0.144, 2.098, 2.380], [-1.339, 1.650, 1.505], [-0.609, 3.173, 1.287], [2.120, 2.809, 1.200], [1.447, 3.453, -0.188], [2.700, 0.695, -0.337], [3.805, 2.017, -0.058], [2.918, 3.168, -1.891], [3.777, 0.336, -2.573], [4.836, 1.668, -2.358], [4.676, 1.601, -4.628], [3.503, 2.921, -3.999], [1.514, 1.328, -6.495], [3.232, 1.265, -6.620], [2.461, 2.781, -6.123], [3.334, -1.933, -0.678], [3.859, -2.032, -1.473], [2.683, -1.268, -0.902]],
  "mulliken_charge": [0.4319, 0.4995, 0.7763, -0.5082, 0.3303, 0.2864, -1.0248, -0.9227, -0.0415, -0.2226, 0.3205, 0.2389, 0.5838, 0.2361, -1.2471, -0.9560, -0.3530, 0.1643, 0.4808, 0.1315, 0.0552, -0.6163, -0.4538, -0.7986, 0.1383, 0.4204, 0.2221, 0.0291, 0.5024, -0.5761, -0.4466, -0.3291, 0.2635, 0.1258, 0.0421, 0.2073, 0.2334, 0.2393, -0.2227, -0.3674, 0.1386, -0.2839, 0.1665, 0.1587, 0.6706, -0.7596, -0.2021, -0.4888, 0.2094, -0.0984, 0.2045, 0.1640, -0.6262, -0.3297, -0.1816, -1.0338, 0.0467, -0.8505, 0.1746, -0.5649, -0.1795, 0.3286, 0.3199, 0.0947, 0.4668, 0.0601, 0.4143, 0.5188, 0.0164, 0.3970, 0.3503, 0.0143, 0.1279, 0.0067, 0.3113, 0.1475, -0.9602, -0.2360, -0.9395, 0.2938, -0.1348, 0.1914, -0.6927, -0.2954, -0.8331, 0.2775, 0.3554, 0.3345, 0.6423, 0.3789, -0.5163, 0.1315, 0.3590, 0.4118, -0.1095, 0.3940, 0.2419, 0.2855, 0.3102, 0.2755, -0.5274, 0.8971, -1.1049, 1.0717, 0.1018, 0.1776, -0.8625, 0.0207, -1.0613, 0.3362, -0.4197, 0.2479, 0.5208, -0.2176, -0.9050, 0.0924, 0.1519, -0.0019, 0.2006, 0.4234, 0.3483, 0.2507, 0.3577, 0.3962, -0.6544, 0.2969, -0.0848],
  "gap_ev": 2.2,
  "mol_weight_g_mol": 805.68,
  "e_lumo_ev": 3.0,
  "total_energy_ha": -2798.04966,
  "charge": -2,
  "e_homo_ev": 0.79
}